1.
The following is a DFT calculation (ωB97M-V/def2-TZVPD) of an isolated molecule of CH6N4S in a non-equilibrium geometry.

Output
**F_max**: 2.1 eV Å⁻¹
**Net charge**: 0
**ΔE to the lowest compared entry with this formula, charge and spin**: 8.5 kcal/mol
**Structure (SMILES)**: [H]/N=C(\NN)NS
**Orbital gap**: 9.951 eV

Each line ends with the natural charge from an NBO analysis.
Cartesian coordinates (Å):
H -0.130 2.393 0.333  0.3418
N 0.650 1.678 0.250  -0.7238
C 0.136 0.518 0.028  0.5451
N -1.228 0.164 -0.185  -0.5104
N -1.786 -1.010 0.332  -0.6355
N 0.956 -0.592 -0.196  -0.7930
S 2.587 -0.488 0.211  0.2100
H -1.935 0.901 -0.360  0.3857
H -1.555 -1.137 1.325  0.3447
H -1.396 -1.846 -0.164  0.3451
H 0.700 -1.093 -1.027  0.3945
H 3.000 0.512 -0.547  0.0958

Forces on atoms 1 to 6 (eV/Å):
1.18 -1.11 0.19
-2.08 0.01 -0.30
-0.54 0.78 -0.53
0.19 1.19 -0.26
0.54 -1.42 -0.13
0.01 0.50 0.68

***

2.
The following is a DFT calculation (ωB97M-V/def2-TZVPD) of a structure of composition C46H88AgN3O12 in a non-equilibrium geometry.

Output
**F_max**: 4.9 eV Å⁻¹
**<S²>**: 0.75
**Net charge**: +1
**ΔE to the lowest compared entry with this formula, charge and spin**: 143.1 kcal/mol
**Spin multiplicity**: 2
**Orbital gap (alpha / beta)**: 4.796 / 3.749 eV

Each line ends with the Mulliken spin population.
Cartesian coordinates (Å):
Ag -19.874 -3.516 7.805  0.0082
C -16.481 -2.757 10.620  0.0274
C -17.987 -2.333 10.579  -0.0443
C -18.159 -1.103 11.340  0.0941
O -18.689 -2.400 9.343  0.8860
H -16.230 -3.544 9.909  -0.0103
H -16.271 -3.017 11.657  0.0096
H -15.839 -1.932 10.311  -0.0014
H -18.437 -3.108 11.201  0.0292
H -17.573 -1.146 12.258  -0.0005
H -19.173 -0.817 11.619  -0.0198
H -17.702 -0.275 10.796  0.0081
C -23.664 1.808 12.517  -0.0001
C -22.196 1.536 12.098  0.0003
C -21.704 2.642 11.145  0.0007
C -21.096 3.843 11.766  0.0005
C -20.002 3.406 12.746  -0.0011
C -20.645 2.532 13.899  0.0009
N -21.342 1.315 13.265  -0.0003
O -21.810 0.351 14.132  0.0000
C -19.502 2.003 14.716  -0.0002
C -21.621 3.424 14.684  0.0000
C -22.156 0.240 11.256  0.0009
H -24.142 2.675 12.061  0.0001
H -23.703 1.974 13.594  0.0001
H -24.230 0.915 12.250  -0.0001
H -21.239 2.377 10.196  -0.0007
H -22.538 3.053 10.577  0.0000
H -21.784 4.576 12.187  0.0000
H -20.497 4.278 10.967  0.0000
H -19.306 4.135 13.162  -0.0001
H -19.355 2.770 12.142  0.0006
H -18.723 2.741 14.907  0.0000
H -19.737 1.880 15.773  0.0000
H -18.932 1.262 14.155  0.0002
H -22.115 2.958 15.537  0.0000
H -21.089 4.258 15.141  0.0000
H -22.514 3.808 14.191  0.0000
H -22.734 -0.605 11.630  0.0000
H -21.230 -0.335 11.236  0.0041
H -22.507 0.442 10.244  0.0000
H -21.235 -0.397 13.955  0.0001
C -22.585 -3.242 10.477  -0.0021
C -22.993 -4.465 11.307  0.0009
C -22.198 -5.646 10.932  -0.0003
C -20.716 -5.519 11.440  0.0068
C -20.849 -5.589 13.000  -0.0005
C -21.659 -4.394 13.581  -0.0006
N -22.932 -4.303 12.823  0.0001
O -23.942 -3.426 13.473  0.0000
C -21.970 -4.828 14.975  0.0001
C -20.770 -3.079 13.489  -0.0015
C -24.359 -4.724 10.898  -0.0001
H -21.569 -2.862 10.589  -0.0017
H -23.315 -2.452 10.653  -0.0006
H -22.715 -3.410 9.408  0.0007
H -22.596 -6.579 11.330  0.0000
H -22.164 -5.743 9.847  -0.0001
H -20.265 -4.625 11.009  -0.0120
H -20.124 -6.275 10.924  -0.0001
H -19.808 -5.559 13.325  0.0000
H -21.198 -6.597 13.227  0.0001
H -21.123 -5.113 15.599  0.0000
H -22.335 -3.974 15.545  0.0000
H -22.707 -5.630 15.006  0.0000
H -20.819 -2.606 12.508  0.0009
H -20.870 -2.289 14.232  0.0002
H -19.753 -3.425 13.676  -0.0003
H -25.135 -4.075 11.305  0.0000
H -24.760 -5.680 11.236  0.0000
H -24.447 -4.492 9.837  0.0000
H -24.690 -3.951 13.767  0.0000
C -14.799 -6.125 11.107  0.0001
C -13.286 -5.674 11.350  -0.0006
C -13.392 -4.161 11.921  0.0023
C -12.195 -3.864 12.744  0.0002
C -12.068 -4.652 14.030  0.0001
C -11.799 -6.080 13.619  -0.0001
N -12.680 -6.568 12.451  0.0000
O -12.428 -7.854 12.074  0.0000
C -10.294 -6.213 13.357  -0.0001
C -12.244 -6.955 14.824  0.0002
C -12.507 -5.641 10.036  0.0001
H -15.381 -5.954 12.013  -0.0001
H -14.973 -7.179 10.887  -0.0001
H -15.253 -5.657 10.233  0.0002
H -13.353 -3.574 11.003  -0.0010
H -14.352 -4.004 12.412  0.0007
H -12.234 -2.789 12.919  0.0000
H -11.226 -3.953 12.252  0.0000
H -13.037 -4.517 14.510  -0.0001
H -11.207 -4.251 14.564  0.0000
H -10.217 -5.671 12.415  0.0000
H -9.770 -5.784 14.211  0.0000
H -10.006 -7.262 13.285  0.0000
H -11.791 -6.792 15.802  0.0000
H -13.321 -6.876 14.971  -0.0001
H -12.110 -8.022 14.644  0.0000
H -12.356 -6.641 9.627  0.0000
H -11.559 -5.108 10.108  0.0000
H -12.946 -4.983 9.287  0.0000
H -13.176 -8.368 12.386  0.0000
O -14.414 -3.307 7.639  0.0000
C -15.001 -2.537 6.855  0.0011
O -15.402 -2.862 5.620  0.0000
C -16.173 -1.945 5.000  -0.0007
C -16.337 -0.886 6.015  0.0018
C -15.450 -1.167 7.255  -0.0006
H -17.129 -2.433 4.811  0.0000
H -15.578 -1.587 4.160  0.0000
H -17.372 -0.866 6.356  -0.0021
H -16.274 0.059 5.477  0.0001
H -15.893 -1.182 8.251  -0.0056
H -14.635 -0.443 7.259  0.0005
O -12.723 3.451 11.611  0.0000
C -13.208 2.421 11.073  0.0000
O -12.662 1.930 9.969  0.0000
C -13.328 0.709 9.461  -0.0001
C -14.394 0.362 10.549  0.0039
C -14.409 1.566 11.472  -0.0002
H -12.506 -0.005 9.518  0.0000
H -13.931 0.972 8.592  0.0000
H -14.100 -0.461 11.201  0.0001
H -15.359 0.093 10.120  -0.0012
H -14.402 1.238 12.512  -0.0002
H -15.341 2.121 11.368  0.0001
O -18.380 -5.161 8.508  0.0077
C -17.701 -6.040 8.004  -0.0065
O -17.923 -7.325 8.307  0.0001
C -17.081 -8.196 7.594  0.0002
C -15.953 -7.346 6.970  -0.0001
C -16.368 -5.975 7.301  -0.0014
H -17.649 -8.828 6.910  0.0000
H -16.535 -8.928 8.189  0.0000
H -15.896 -7.571 5.905  0.0000
H -15.014 -7.534 7.491  0.0000
H -16.455 -5.335 6.423  0.0001
H -15.683 -5.479 7.988  0.0005
O -16.274 1.888 7.932  0.0003
C -17.423 1.747 7.824  0.0035
O -17.876 1.858 6.607  0.0001
C -19.249 1.504 6.485  -0.0001
C -19.706 1.629 7.996  -0.0013
C -18.417 1.331 8.782  -0.0029
H -19.378 0.481 6.133  -0.0003
H -19.838 2.192 5.879  0.0000
H -20.537 0.953 8.196  0.0001
H -19.906 2.679 8.207  0.0002
H -18.370 0.249 8.908  0.0212
H -18.296 1.869 9.722  -0.0022

Forces on atoms 1 to 6 (eV/Å):
0.08 -0.35 0.34
-0.39 0.97 -1.55
0.33 -3.71 0.24
-0.08 2.85 0.51
1.24 1.06 0.78
-0.26 -0.34 0.36

***

3.
The following is a DFT calculation (ωB97M-V/def2-TZVPD) of a structure of composition C41H73BaNO7P3Si3 in a non-equilibrium geometry.

Output
**F_max**: 11.2 eV Å⁻¹
**Net charge**: +1
**ΔE to the lowest compared entry with this formula, charge and spin**: 129.3 kcal/mol
**Orbital gap**: 6.327 eV

Each line ends with the Mulliken charge.
Cartesian coordinates (Å):
Ba 0.012 0.692 -0.118  2.8934
C -1.116 1.957 5.231  -1.3168
C -2.030 0.812 4.826  0.5167
C -3.454 1.264 4.555  -0.9406
O -1.440 0.067 3.719  -0.3212
P -1.568 0.239 2.155  1.0568
O -0.705 -0.733 1.440  -1.2172
C -1.038 1.982 1.758  -2.3117
P -1.927 2.598 0.266  0.1240
O -1.977 1.514 -0.738  -1.5384
O -1.142 3.825 -0.338  0.1134
C -0.705 5.088 0.263  0.5717
C -1.847 5.799 0.963  -1.2754
C 0.506 4.873 1.147  -1.1117
O -3.302 3.030 0.905  0.1382
C -4.440 3.461 0.076  0.6256
C -5.130 2.248 -0.507  -0.9134
C -5.317 4.276 1.000  -1.5865
O -3.079 0.161 1.690  0.2999
C -3.621 -1.190 1.391  0.6310
C -4.995 -1.270 2.019  -1.5607
C -3.625 -1.362 -0.109  -1.0093
H -1.371 2.263 6.244  0.5123
H -1.242 2.835 4.598  0.2892
H -0.072 1.650 5.215  0.1991
H -2.030 0.049 5.612  0.3941
H -3.515 1.961 3.721  0.0632
H -3.817 1.782 5.442  0.5545
H -4.117 0.429 4.355  0.0949
H 0.043 1.937 1.592  1.0327
H -1.274 2.620 2.596  0.2737
H -0.418 5.638 -0.637  0.3315
H -2.225 5.233 1.812  0.1549
H -2.667 6.007 0.277  0.3119
H -1.473 6.752 1.337  0.5684
H 0.242 4.444 2.112  0.2205
H 0.961 5.842 1.342  0.5170
H 1.256 4.255 0.648  0.1616
H -4.013 4.087 -0.717  0.4622
H -5.521 1.619 0.288  0.0737
H -4.455 1.675 -1.133  0.0111
H -5.967 2.583 -1.120  0.5325
H -5.652 3.663 1.834  0.3125
H -6.196 4.616 0.455  0.4242
H -4.793 5.149 1.386  0.3536
H -2.933 -1.905 1.854  0.3339
H -5.624 -0.450 1.681  0.1438
H -4.944 -1.261 3.106  0.4346
H -5.467 -2.203 1.716  0.4491
H -4.328 -0.680 -0.581  0.1762
H -3.925 -2.383 -0.343  0.6087
H -2.635 -1.200 -0.535  -0.0118
N -0.586 -3.680 -0.258  0.2132
C 0.085 -4.668 0.452  0.1816
C -0.530 -5.915 0.627  -0.6829
C 0.093 -6.922 1.333  -0.6560
C 1.347 -6.715 1.891  -0.9170
C 1.958 -5.489 1.726  -0.1219
C 1.352 -4.449 1.018  -0.1628
P 2.188 -2.834 0.826  1.4723
C 1.948 -2.053 2.467  0.1965
C 1.310 -2.667 3.536  -0.6441
C 1.306 -2.070 4.787  -0.8494
C 1.933 -0.851 4.982  -0.7236
C 2.520 -0.199 3.906  -0.6854
C 2.518 -0.796 2.657  -0.6042
C 3.950 -3.338 0.961  0.1083
C 4.476 -4.041 -0.125  -0.4806
C 5.785 -4.484 -0.118  -0.8417
C 6.599 -4.221 0.973  -0.6011
C 6.089 -3.527 2.056  -0.6942
C 4.773 -3.092 2.055  -0.0270
H -1.174 -4.070 -0.982  0.3848
H 0.057 -3.007 -0.666  -0.6884
H -1.501 -6.084 0.184  0.4406
H -0.398 -7.878 1.441  0.3945
H 1.841 -7.502 2.441  0.4522
H 2.937 -5.324 2.155  0.4798
H 0.864 -3.642 3.404  0.4292
H 0.845 -2.580 5.621  0.4476
H 1.985 -0.422 5.975  0.4548
H 3.028 0.744 4.052  0.5339
H 3.050 -0.320 1.834  0.5637
H 3.847 -4.259 -0.978  0.4180
H 6.172 -5.029 -0.967  0.4385
H 7.625 -4.559 0.978  0.3843
H 6.716 -3.326 2.915  0.4382
H 4.394 -2.568 2.921  0.3552
C -2.461 -1.095 -3.504  -1.3111
O -1.407 -0.373 -2.923  0.6025
Si -0.430 0.695 -3.795  -0.0116
C -0.392 0.165 -5.623  -1.3054
C -1.359 2.358 -3.853  -0.9271
C 1.209 0.692 -2.940  0.9555
Si 2.216 2.247 -3.247  -0.1968
C 4.025 2.162 -2.658  -1.2053
C 1.566 3.764 -2.280  -0.6687
C 2.327 2.836 -5.065  -1.0706
Si 2.220 -0.858 -3.314  -0.2564
C 3.085 -0.911 -5.024  -1.1005
C 1.166 -2.447 -3.236  -0.6832
C 3.682 -1.109 -2.116  -0.3313
H -2.191 -1.494 -4.484  0.3981
H -3.358 -0.476 -3.623  0.3003
H -2.717 -1.941 -2.860  0.2683
H -1.344 0.317 -6.131  0.3890
H -0.110 -0.876 -5.761  0.3734
H 0.353 0.770 -6.135  0.3658
H -2.240 2.248 -4.485  0.4737
H -0.745 3.136 -4.302  0.2740
H -1.691 2.716 -2.888  -0.0523
H 4.121 1.747 -1.653  0.2198
H 4.442 3.167 -2.646  0.4410
H 4.653 1.563 -3.313  0.3058
H 2.120 3.841 -1.342  0.1899
H 0.504 3.720 -2.072  -0.2508
H 1.754 4.686 -2.827  0.5598
H 2.686 2.042 -5.717  0.2841
H 3.018 3.674 -5.155  0.4056
H 1.369 3.166 -5.460  0.3222
H 2.397 -0.844 -5.865  0.3251
H 3.637 -1.845 -5.127  0.3960
H 3.808 -0.104 -5.126  0.2998
H 0.727 -2.684 -4.202  0.5147
H 0.329 -2.342 -2.541  -0.4421
H 1.765 -3.301 -2.932  0.4484
H 4.577 -0.605 -2.470  0.5225
H 3.921 -2.164 -2.036  0.0113
H 3.484 -0.747 -1.097  -0.0913

Forces on atoms 1 to 6 (eV/Å):
7.57 -3.15 -7.64
-0.02 -0.16 0.01
-0.15 0.04 0.36
0.16 -0.03 0.14
0.09 0.01 -1.39
-1.85 -0.34 2.54

***

4.
The following is a DFT calculation (ωB97M-V/def2-TZVPD) of a structure of composition C4H10N in a non-equilibrium geometry.

Output
**F_max**: 4.8 eV Å⁻¹
**Net charge**: +1
**ΔE to the lowest compared entry with this formula, charge and spin**: 165.1 kcal/mol
**Orbital gap**: 5.549 eV

Each line ends with the natural charge from an NBO analysis.
Cartesian coordinates (Å):
C 0.675 0.291 -1.062  -0.0425
C -0.136 0.003 0.150  -0.5174
C -1.586 -0.195 -0.136  -0.2321
C -2.469 0.421 0.694  -0.2996
N 2.673 -0.452 0.397  -0.7547
H 0.519 -0.407 -1.865  0.2344
H 0.661 1.318 -1.527  0.2699
H 0.205 -1.150 0.366  0.2860
H 0.153 0.806 0.870  0.2723
H -2.015 -0.530 -1.184  0.2516
H -3.515 0.650 0.621  0.2415
H -2.030 0.959 1.500  0.1898
H 3.504 0.031 0.682  0.4075
H 1.905 -0.112 -0.480  0.2715
H 2.995 -1.520 0.368  0.4220

Forces on atoms 1 to 6 (eV/Å):
-4.03 1.14 -1.36
3.41 -2.25 -0.08
-4.11 1.66 -1.94
1.91 -0.03 -0.89
-1.95 -3.26 0.33
0.74 -0.80 -0.29

***

| no. | E_tot (eV) |
| --- | --- |
| 1 | -17928.4343 |
| 2 | -82151.1944 |
| 3 | -111720.1775 |
| 4 | -5786.6990 |